{"formula": "C9H8NO2", "method": "the ωB97M-V functional and the def2-TZVPD basis", "symbols": ["C", "C", "C", "C", "C", "C", "C", "C", "C", "N", "O", "O", "H", "H", "H", "H", "H", "H", "H", "H"], "xyz": [[-1.906, -0.192, 2.057], [-2.085, 0.815, 0.787], [-1.414, -0.550, 0.911], [-3.255, 1.154, 0.139], [-4.505, -0.968, -0.328], [-0.758, 1.627, 0.558], [-0.258, 0.766, -0.644], [-0.447, -0.749, -0.229], [0.666, -1.545, 0.421], [-4.242, 0.005, 0.268], [-3.623, 2.198, -0.357], [-4.881, -1.956, -0.794], [-0.953, 2.785, 0.282], [-0.239, 1.637, 1.438], [-0.840, 0.886, -1.577], [0.744, 0.881, -0.838], [-0.747, -1.124, -1.215], [0.904, -1.239, 1.376], [1.556, -1.333, -0.190], [0.504, -2.556, 0.519]], "nbo_charge": [-0.17, -0.30, -0.18, 0.65, 0.84, -0.40, -0.38, -0.24, -0.59, -0.58, -0.64, -0.58, 0.20, 0.20, 0.20, 0.18, 0.21, 0.21, 0.18, 0.21], "total_charge": -1, "relative_energy_kj_mol": 321.8, "max_force_ev_per_a": 6.29, "lumo_energy_ev": 3.59, "orbital_gap_ev": 6.985, "e_homo_ev": -3.391}